1.
Molecular formula: C3H11NO2
Method: DFT, wB97M-V/def2-TZVPD

Calculated values
HOMO-LUMO gap in eV: 10.80
Relative energy (zero: lowest compared OMol25 entry of this formula, charge and spin) in kcal/mol: 40.0
SMILES: CCO.NCO
LUMO energy in Eh: 0.0307
Highest occupied orbital energy in Eh: -0.3661

```
17
Properties=species:S:1:pos:R:3:lowdin_charge:R:1
C 5.45 -0.30 -0.25 -0.29
O 4.30 -0.33 -1.10 -0.09
C 5.54 0.23 1.25 -0.08
H 5.60 -1.36 -0.08 0.10
H 6.25 0.23 -0.75 0.09
H 3.87 0.53 -1.24 0.09
H 5.17 -0.59 1.87 0.06
H 6.60 0.40 1.35 0.06
H 4.98 1.11 1.57 0.06
N -5.81 -0.49 -0.86 0.01
C -5.26 0.55 0.04 -0.36
O -4.25 0.08 0.92 -0.06
H -5.12 -1.25 -0.76 0.07
H -5.43 -0.24 -1.78 0.06
H -4.95 1.40 -0.57 0.10
H -6.08 1.02 0.57 0.10
H -3.81 0.88 1.22 0.08
```


2.
Molecular formula: C22H30FOSi
Method: DFT, wB97M-V/def2-TZVPD

Calculated values
HOMO-LUMO gap in eV: 7.52
Relative energy (zero: lowest compared OMol25 entry of this formula, charge and spin) in kcal/mol: 0.0
Charge: +1
LUMO energy in Eh: -0.1637
Highest occupied orbital energy in Eh: -0.4400

```
55
Properties=species:S:1:pos:R:3:lowdin_charge:R:1
C -2.63 -0.04 -2.72 -0.01
C -2.03 1.02 -1.79 -0.52
C -1.60 2.30 -2.50 -0.03
C -3.08 1.40 -0.76 -0.03
C -0.77 0.46 -1.16 -0.10
C -0.68 -0.85 -0.48 -0.04
O 0.31 1.06 -1.54 -0.04
Si 2.03 1.06 -1.55 0.49
C 2.62 0.05 -3.00 -0.14
C 2.34 2.86 -1.80 -0.14
C 2.60 0.38 0.06 -0.13
H -2.91 -0.93 -2.15 0.09
H -3.54 0.35 -3.20 0.11
H -1.91 -0.34 -3.49 0.11
H -1.09 2.96 -1.80 0.10
H -0.93 2.09 -3.35 0.10
H -2.47 2.84 -2.88 0.11
H -2.69 2.18 -0.10 0.08
H -3.96 1.80 -1.26 0.11
H -3.39 0.53 -0.16 0.10
H 0.28 -1.32 -0.79 0.15
H -1.48 -1.47 -0.92 0.14
H 3.71 -0.10 -2.89 0.06
H 2.14 -0.94 -3.06 0.04
H 2.45 0.58 -3.94 0.05
H 3.36 3.11 -1.47 0.05
H 2.25 3.11 -2.86 0.05
H 1.63 3.47 -1.23 0.05
H 3.64 0.70 0.25 0.06
H 2.00 0.71 0.91 0.03
H 2.61 -0.71 0.04 0.03
F 2.99 -3.93 2.10 0.05
C 1.64 -3.82 1.86 -0.22
C 0.84 -4.94 1.97 0.01
C -0.54 -4.78 1.75 -0.05
C -1.06 -3.52 1.44 -0.03
C -0.23 -2.39 1.38 -0.18
C -0.85 -1.03 1.02 -0.19
C -0.44 0.16 1.92 -0.17
C -1.28 1.29 1.92 -0.05
C -0.87 2.48 2.53 -0.06
C 0.32 2.50 3.26 -0.07
C 1.06 1.33 3.43 -0.06
C 0.63 0.15 2.81 -0.05
C 1.14 -2.55 1.53 0.01
H 1.28 -5.91 2.23 0.13
H -1.20 -5.64 1.81 0.11
H -2.13 -3.40 1.22 0.12
H -1.93 -1.16 1.18 0.14
H -2.29 1.19 1.52 0.09
H -1.49 3.37 2.43 0.11
H 0.65 3.43 3.74 0.11
H 1.96 1.32 4.04 0.12
H 1.15 -0.78 3.06 0.11
H 1.82 -1.71 1.45 0.09
```


no.,calculated total energy (Eh)
1,-326.06775
2,-1320.70935